1.
Entry from the Open Molecules 2025 dataset: C41H51Ge2N5O3S2SeTi as an isolated structure in a non-equilibrium geometry (ωB97M-V/def2-TZVPD).

## Properties
**E**: -280103.520 eV
**HOMO energy**: -6.88 eV
**LUMO energy**: 0.164 eV
**Gap between HOMO and LUMO**: 7.05 eV
**Molar mass**: 998.1 g/mol

Geometry as ORCA input:
```
! RIJCOSX wB97M-V def2-TZVPD def2/J DEFGRID3
* xyz 0 1
Ti 0.84 -1.62 -0.11
N 2.48 -0.95 -1.55
C 2.58 -1.90 -2.67
C 2.46 -3.28 -2.02
O 3.13 -4.23 -2.42
N 1.66 -3.24 -0.93
C 2.03 -4.14 0.15
C 2.48 -3.26 1.32
O 3.17 -3.68 2.21
O 2.05 -2.01 1.25
H 3.23 -1.15 -0.89
H 2.61 0.00 -1.86
H 1.77 -1.73 -3.37
H 3.53 -1.85 -3.19
H 1.22 -4.80 0.49
H 2.86 -4.78 -0.15
C 4.75 1.14 2.51
C 3.86 0.28 1.60
Ge 2.01 1.01 1.45
C 1.17 1.20 3.25
C 1.50 2.56 3.88
C 2.34 2.83 0.76
C 1.80 3.26 -0.39
Ge 0.55 1.93 -1.23
C -1.38 2.44 -1.21
C -1.87 3.62 -2.04
C 1.08 1.39 -3.10
C 0.62 2.25 -4.28
C 2.05 4.59 -0.98
C 3.00 5.48 -0.48
C 3.19 6.73 -1.05
C 2.44 7.12 -2.15
C 1.50 6.25 -2.68
C 1.32 5.00 -2.10
H 5.76 0.73 2.56
H 4.35 1.18 3.52
H 4.82 2.17 2.13
H 3.83 -0.73 1.99
H 4.30 0.24 0.60
H 1.51 0.39 3.89
H 0.09 1.10 3.13
H 2.58 2.71 3.95
H 1.09 2.64 4.89
H 1.09 3.37 3.28
H 3.01 3.49 1.31
H -1.62 2.60 -0.16
H -1.89 1.52 -1.50
H -1.35 4.54 -1.77
H -2.94 3.79 -1.86
H -1.75 3.45 -3.11
H 0.68 0.38 -3.21
H 2.17 1.32 -3.15
H -0.46 2.41 -4.27
H 0.88 1.77 -5.22
H 1.11 3.23 -4.26
H 3.61 5.21 0.38
H 3.94 7.40 -0.65
H 2.59 8.09 -2.60
H 0.91 6.54 -3.53
H 0.59 4.31 -2.51
N -0.51 -2.79 1.07
S -0.40 -2.13 2.53
C -2.09 -2.26 3.19
C -2.33 -2.26 4.56
C -3.64 -2.33 5.01
C -4.69 -2.39 4.10
C -4.44 -2.37 2.74
C -3.13 -2.30 2.28
C 0.28 -3.39 3.64
C -0.18 -4.70 3.65
C 0.39 -5.61 4.52
C 1.42 -5.22 5.37
C 1.87 -3.91 5.36
C 1.30 -2.99 4.49
H -0.61 -3.80 1.09
H -1.51 -2.22 5.26
H -3.84 -2.34 6.07
H -5.71 -2.45 4.47
H -5.26 -2.40 2.04
H -2.89 -2.29 1.22
H -1.00 -4.99 3.00
H 0.03 -6.63 4.53
H 1.87 -5.94 6.04
H 2.67 -3.60 6.01
H 1.66 -1.97 4.44
S -0.85 -0.05 0.71
C 0.74 0.41 0.04
C -3.70 -1.03 -1.11
N -3.37 -0.82 -2.50
C -2.18 -1.15 -3.04
Se -0.78 -2.06 -2.25
N -2.23 -0.83 -4.35
C -3.47 -0.31 -4.68
C -4.02 0.12 -5.87
C -5.33 0.56 -5.84
C -6.07 0.56 -4.66
C -5.52 0.12 -3.46
C -4.20 -0.31 -3.49
H -2.85 -0.76 -0.49
H -3.95 -2.08 -0.94
H -4.55 -0.40 -0.84
H -1.46 -1.01 -4.97
H -3.45 0.12 -6.79
H -5.80 0.91 -6.75
H -7.10 0.90 -4.67
H -6.10 0.11 -2.55
*
```

2.
Entry from the Open Molecules 2025 dataset: C41H51N5O2STi as an isolated structure (ωB97M-V/def2-TZVPD).

## Properties
**E**: -88845.772 eV
**HOMO energy (alpha / beta)**: -6.21 / -7.53 eV
**LUMO energy (alpha / beta)**: -0.217 / -1.748 eV
**Gap between HOMO and LUMO (alpha / beta)**: 6.00 / 5.78 eV
**Molar mass**: 725.8 g/mol

Geometry as ORCA input:
```
! RIJCOSX wB97M-V def2-TZVPD def2/J DEFGRID3
* xyz 0 3
Ti -0.67 -1.30 0.32
N 1.51 -4.91 1.81
C 0.67 -3.95 1.35
S 1.01 -2.31 1.79
N -0.34 -4.35 0.63
N -1.15 -3.33 0.21
C -2.18 -3.69 -0.52
C -2.46 -5.08 -0.94
C -3.56 -5.78 -0.47
C -3.82 -7.08 -0.90
C -2.97 -7.68 -1.82
C -1.86 -6.98 -2.29
C -1.60 -5.70 -1.85
C -3.00 -2.60 -0.96
C -4.24 -2.73 -1.60
C -4.97 -1.60 -1.89
C -4.46 -0.34 -1.53
C -3.24 -0.28 -0.92
N -2.51 -1.37 -0.65
H 2.42 -4.62 2.13
H 1.42 -5.83 1.42
H -4.22 -5.32 0.26
H -4.67 -7.61 -0.52
H -3.16 -8.68 -2.16
H -1.19 -7.45 -3.01
H -0.74 -5.16 -2.21
H -4.60 -3.71 -1.86
H -5.93 -1.68 -2.38
H -5.02 0.56 -1.73
H -2.80 0.67 -0.63
C 5.21 2.42 0.16
C 4.68 2.33 -1.27
C 5.84 1.95 -2.19
C 4.15 3.70 -1.71
C 3.54 1.30 -1.32
C 2.42 1.52 -0.56
C 1.36 0.59 -0.58
N 0.22 0.60 0.13
C -0.30 1.59 0.95
C -0.03 2.96 0.91
C -0.70 3.82 1.77
C -1.64 3.26 2.64
C -1.97 1.91 2.69
C -1.29 1.05 1.82
O -1.51 -0.25 1.69
C -3.05 1.47 3.69
C -4.35 2.23 3.40
C -2.57 1.79 5.11
C -3.37 -0.03 3.63
C -0.39 5.31 1.71
C -0.75 5.86 0.32
C 1.10 5.54 1.97
C -1.18 6.11 2.75
C 1.47 -0.61 -1.37
O 0.47 -1.45 -1.31
C 2.63 -0.84 -2.14
C 3.61 0.13 -2.11
C 2.78 -2.14 -2.93
C 4.09 -2.19 -3.71
C 1.63 -2.27 -3.94
C 2.76 -3.34 -1.96
H 6.03 3.14 0.22
H 5.59 1.45 0.50
H 4.44 2.74 0.86
H 6.62 2.71 -2.13
H 5.53 1.88 -3.23
H 6.29 1.00 -1.90
H 4.95 4.44 -1.68
H 3.35 4.05 -1.06
H 3.76 3.66 -2.73
H 2.36 2.37 0.10
H 0.65 3.35 0.17
H -2.15 3.93 3.32
H -4.23 3.31 3.49
H -5.13 1.92 4.11
H -4.71 2.01 2.39
H -2.38 2.86 5.24
H -1.64 1.25 5.33
H -3.32 1.49 5.84
H -3.74 -0.33 2.65
H -4.14 -0.24 4.38
H -2.50 -0.64 3.86
H -0.19 5.36 -0.47
H -0.53 6.93 0.27
H -1.81 5.72 0.12
H 1.72 5.04 1.22
H 1.39 5.15 2.95
H 1.34 6.61 1.94
H -2.26 6.02 2.59
H -0.92 7.16 2.68
H -0.95 5.77 3.77
H 4.51 -0.03 -2.69
H 4.16 -1.38 -4.43
H 4.15 -3.13 -4.26
H 4.96 -2.15 -3.04
H 1.65 -1.44 -4.65
H 0.66 -2.28 -3.44
H 1.74 -3.20 -4.50
H 3.57 -3.25 -1.23
H 2.88 -4.27 -2.51
H 1.82 -3.38 -1.41
*
```